Computed, not measured: the molecule C14H20ClN3O2S2, with ωB97M-V/def2-TZVPD.

XYZ file:
```
42
Properties=species:S:1:pos:R:3:mulliken_charge:R:1
C 3.983 1.468 2.292 -0.551
O 3.655 1.990 0.957 -0.377
C 3.693 0.945 -0.079 -0.776
C 2.144 0.439 -0.441 0.669
C 1.235 1.447 -1.360 -0.727
C -0.024 2.155 -0.584 -0.780
C -1.234 1.139 -0.148 -0.296
S -2.954 1.684 -0.650 -0.046
C -4.105 0.688 0.492 -0.031
S -3.725 0.351 2.150 -0.145
N -5.461 0.119 0.029 0.182
C -6.783 0.742 0.469 -0.199
C -7.938 -0.235 -0.231 -0.244
N -7.260 -1.360 -1.033 -0.479
C -5.757 -1.090 -0.830 -0.061
N 1.569 -0.193 0.806 0.194
C 1.370 -1.684 0.958 0.095
O 0.763 -2.430 1.883 -0.653
C 2.088 -2.249 -0.421 0.159
C 3.347 -3.295 -0.301 -1.097
C 2.303 -0.916 -1.409 -0.509
Cl 3.808 -0.966 -2.521 -0.170
H 3.038 1.616 2.993 0.200
H 4.244 0.327 2.330 0.242
H 4.831 2.141 2.742 0.229
H 4.376 0.024 0.175 0.329
H 4.177 1.446 -1.047 0.357
H 0.842 0.977 -2.367 0.336
H 1.960 2.336 -1.692 0.330
H -0.471 2.957 -1.347 0.420
H 0.362 2.785 0.341 0.224
H -0.998 0.058 -0.594 0.233
H -1.141 1.000 1.033 0.263
H -6.992 1.692 1.146 0.301
H -9.118 -0.112 -0.113 0.288
H -4.830 -1.691 -1.221 0.295
H 1.338 0.424 1.615 0.300
H 1.181 -2.821 -0.936 0.266
H 4.268 -2.883 0.310 0.234
H 3.785 -3.592 -1.370 0.322
H 2.993 -4.322 0.178 0.331
H 1.437 -1.114 -2.201 0.346
```

Results
- Kohn-Sham gap: 0.2540 hartree
- HOMO energy: -8.28 eV
- SMILES string: COC[C@]1(CCCSC(=S)n2ccnc2)NC(=O)[C@H](C)[C@@H]1Cl


Computed, not measured: a structure of composition C14H20ClNO, with ωB97M-V/def2-TZVPD.

XYZ file:
```
37
Properties=species:S:1:pos:R:3:mulliken_charge:R:1
C 4.028 -2.366 -0.507 -1.601
C 2.511 -2.563 -0.514 0.743
C 1.508 -1.661 -0.089 -0.105
C 0.294 -1.959 -0.053 0.802
C -0.049 -3.150 -0.584 -0.438
C 0.842 -4.243 -0.835 -0.544
C 2.261 -3.981 -0.786 -0.126
Cl 3.151 -5.182 -1.606 -0.195
H 0.366 -5.252 -1.273 0.218
H -1.195 -3.467 -0.395 0.164
O -0.621 -1.160 0.441 -0.157
C -1.929 -1.310 0.367 -1.541
C -2.387 0.236 0.842 -0.911
C -2.462 1.251 0.015 -0.427
N -1.540 2.346 0.362 0.407
C -1.586 3.536 -0.103 -0.777
C -0.378 4.539 0.380 -0.662
H -0.050 5.107 -0.349 0.389
H -0.995 5.064 1.155 0.249
C 0.531 3.333 0.880 -1.159
H 0.766 3.461 1.732 0.695
H 1.473 3.341 0.360 0.367
C -0.204 1.977 0.531 -0.395
H 0.142 1.181 1.367 0.033
H 0.012 1.618 -0.750 0.178
H -2.704 4.102 -0.002 0.256
H -1.408 3.566 -1.319 0.310
H -3.529 1.675 -0.223 0.264
H -1.916 0.840 -0.908 0.303
H -3.542 -0.051 1.228 0.306
H -2.162 0.370 1.864 0.587
H -2.107 -1.998 1.044 0.787
H -2.317 -1.442 -0.487 0.756
H 2.120 -0.733 0.175 0.103
H 4.666 -3.093 0.023 0.324
H 4.050 -1.454 -0.206 0.553
H 4.360 -2.478 -1.781 0.242
```

Results
- Kohn-Sham gap: 0.3173 hartree
- HOMO energy: -7.85 eV


Computed, not measured: a cluster of 3 separate species, C14H20F16NO5PS2 in total, with ωB97M-V/def2-TZVPD.

XYZ file:
```
59
Properties=species:S:1:pos:R:3:mulliken_charge:R:1
C 4.508 -2.167 -1.886 -0.734
O 3.250 -2.771 -2.112 -0.379
C 2.743 -2.600 -3.417 0.171
C 1.446 -3.399 -3.564 -1.029
N 0.540 -3.229 -2.433 -0.147
P -0.512 -4.536 -2.211 0.204
S 0.194 -6.081 -1.268 -0.416
C 2.669 -1.130 -3.877 -1.026
S 1.914 0.054 -2.766 1.096
O 0.530 -0.241 -2.497 -0.522
O 2.091 1.361 -3.368 -0.690
H 4.854 -2.524 -0.918 0.254
H 4.457 -1.078 -1.815 0.261
H 5.252 -2.461 -2.633 0.312
H 3.450 -3.078 -4.113 0.445
H 1.731 -4.442 -3.745 0.490
H 0.957 -3.034 -4.470 0.343
H 1.048 -3.093 -1.563 0.300
H -0.925 -4.833 -3.521 0.090
H -1.610 -4.007 -1.517 0.045
H 3.669 -0.742 -4.077 0.445
H 2.111 -1.017 -4.805 0.466
H 2.658 0.063 -1.627 0.027
F 2.335 4.962 1.061 -0.230
C 0.998 4.838 0.967 0.114
F 0.451 5.994 1.412 -0.277
C 0.450 3.683 1.816 0.912
F 0.648 3.943 3.127 -0.295
F -0.896 3.701 1.605 -0.283
C 0.906 2.243 1.508 -0.378
O 1.963 1.695 2.303 -0.418
C 3.289 1.920 1.999 0.766
F 3.432 2.501 0.793 -0.290
F 3.889 0.707 1.918 -0.313
C 4.017 2.688 3.109 0.165
F 3.428 3.868 3.363 -0.217
F 5.290 2.924 2.714 -0.262
H 0.724 4.704 -0.083 0.290
H 0.058 1.619 1.742 0.284
H 1.097 2.096 0.446 0.263
H 4.025 2.092 4.024 0.242
F -2.984 -0.803 0.736 -0.226
C -2.853 0.516 0.518 0.014
F -1.557 0.839 0.779 -0.258
C -3.771 1.346 1.422 1.133
F -3.399 1.204 2.712 -0.288
F -3.545 2.643 1.073 -0.338
C -5.293 1.139 1.298 -0.926
O -5.949 0.285 2.227 -0.392
C -6.036 -1.078 2.048 0.782
F -5.639 -1.445 0.816 -0.282
F -7.341 -1.408 2.158 -0.299
C -5.295 -1.852 3.148 0.188
F -3.999 -1.501 3.203 -0.200
F -5.364 -3.174 2.875 -0.255
H -3.053 0.723 -0.537 0.250
H -5.715 2.119 1.514 0.424
H -5.579 0.904 0.272 0.354
H -5.757 -1.655 4.117 0.237
```

Results
- Kohn-Sham gap: 0.3334 hartree
- HOMO energy: -8.76 eV
- SMILES string: CO[C@@H](CN[PH2]=S)C[SH](=O)=O.FC(F)C(F)(F)COC(F)(F)C(F)F.FC(F)C(F)(F)COC(F)(F)C(F)F


Computed, not measured: a structure of composition C14H20FeN2O, with ωB97M-V/def2-TZVPD.

XYZ file:
```
38
Properties=species:S:1:pos:R:3:mulliken_charge:R:1
C -3.205 -0.662 0.268 -0.890
C -3.114 0.530 -0.680 -0.907
H -2.623 -1.515 -0.087 0.064
H -4.248 -0.988 0.317 0.474
H -2.896 -0.418 1.290 0.354
H -2.193 0.582 -1.315 0.488
H -3.899 0.418 -1.443 0.464
H -3.302 1.479 -0.177 0.205
C -0.086 -2.500 0.186 -0.105
C 0.786 -3.593 0.118 -0.993
C 1.987 -3.468 -0.593 -0.451
C 2.264 -2.260 -1.231 -0.724
H -1.039 -2.561 0.712 0.369
H 0.515 -4.509 0.627 0.371
H 2.688 -4.298 -0.668 0.414
H 3.147 -2.116 -1.857 0.228
N 0.203 -1.316 -0.388 0.164
C 1.370 -1.180 -1.083 0.448
C 1.632 0.149 -1.633 0.769
N 0.700 1.105 -1.359 0.160
C 0.904 2.363 -1.794 -0.040
C 3.021 1.771 -2.782 -0.368
C 2.066 2.745 -2.468 -0.922
H 0.119 3.077 -1.555 0.262
H 2.208 3.798 -2.702 0.371
C 2.769 0.450 -2.408 -0.905
H 3.441 -0.360 -2.685 0.275
H 3.932 2.027 -3.326 0.407
Fe -0.936 0.547 0.045 0.630
C -1.214 2.577 0.400 -1.236
H -1.589 3.121 -0.476 0.468
H -0.240 2.989 0.704 0.476
H -1.913 2.677 1.235 0.330
C -0.209 -0.147 2.892 -0.886
O -1.042 0.194 1.831 -0.503
H -0.663 0.265 3.803 0.230
H 0.804 0.269 2.767 0.268
H -0.142 -1.242 2.984 0.241
```

Results
- Kohn-Sham gap (alpha / beta): 0.1353 / 0.3138 hartree
- Multiplicity: 5
- <S²>: 6.2796
- HOMO energy (alpha / beta): -4.64 / -8.33 eV


Computed, not measured: a cluster of 2 separate species, C14H20IN2O4PS in total, with ωB97M-V/def2-TZVPD.

XYZ file:
```
43
Properties=species:S:1:pos:R:3:mulliken_charge:R:1
S -2.426 8.753 0.578 -0.255
C -1.785 7.322 1.438 -0.154
C -2.138 7.083 2.797 -0.363
C -1.604 5.995 3.420 -0.574
C -0.743 5.092 2.756 0.239
N -0.236 4.025 3.444 -0.588
C 0.525 3.235 2.745 -0.192
C 0.803 3.480 1.369 0.126
I 2.022 2.049 0.373 0.115
N 0.390 4.485 0.668 -0.524
C -0.413 5.308 1.412 0.431
C -0.958 6.456 0.782 -0.205
H -1.335 9.545 0.575 0.156
H -2.814 7.755 3.307 0.443
H -1.833 5.783 4.458 0.412
H 0.959 2.364 3.221 0.438
H -0.697 6.653 -0.252 0.486
C 1.217 -4.481 -4.588 -0.948
C 0.934 -3.073 -4.094 -0.322
O 0.112 -3.072 -2.925 -0.317
P 0.784 -3.420 -1.489 1.077
O 1.675 -2.274 -1.173 -0.759
O -0.496 -3.120 -0.511 -0.344
C -0.365 -2.282 0.636 -0.319
C -0.891 -0.893 0.345 -1.104
O 0.399 -5.013 -1.540 -0.281
C 1.086 -5.915 -0.639 -0.325
C 0.598 -5.777 0.791 -0.988
H 1.845 -5.027 -3.880 0.227
H 1.733 -4.455 -5.549 0.400
H 0.290 -5.043 -4.697 0.244
H 1.866 -2.536 -3.896 0.283
H 0.389 -2.518 -4.857 0.325
H 0.669 -2.246 0.981 0.368
H -0.954 -2.739 1.436 0.361
H -0.394 -0.455 -0.520 0.260
H -0.742 -0.235 1.203 0.321
H -1.957 -0.931 0.114 0.293
H 2.164 -5.744 -0.700 0.315
H 0.890 -6.922 -1.004 0.338
H 0.921 -4.831 1.228 0.229
H 0.998 -6.583 1.407 0.412
H -0.490 -5.801 0.831 0.260
```

Results
- Kohn-Sham gap: 0.3158 hartree
- HOMO energy: -9.16 eV
- SMILES string: Sc1ccc2ncc(I)nc2c1.CCOP(=O)(OCC)OCC


Computed, not measured: a structure of composition C14H20KO8S2, with ωB97M-V/def2-TZVPD.

XYZ file:
```
45
Properties=species:S:1:pos:R:3:mulliken_charge:R:1
K 0.459 0.600 -0.751 0.981
C 4.596 -1.238 1.148 -0.771
C 5.864 -0.687 1.449 0.370
C 5.915 0.820 1.746 0.483
O 6.962 1.307 2.178 -0.721
C 4.753 1.582 1.456 -0.919
C 3.546 1.043 1.045 0.738
C 3.442 -0.483 0.923 0.529
O 2.346 -1.039 0.605 -0.724
O 2.548 1.788 0.772 -0.889
O 6.925 -1.313 1.443 -0.711
H 4.494 -2.317 1.169 0.362
H 4.810 2.641 1.681 0.352
C -3.158 3.136 -3.380 -0.946
S -1.379 3.027 -3.147 0.442
O -1.120 2.817 -1.714 -0.539
C -1.190 1.399 -3.894 -0.741
H -3.353 3.118 -4.453 0.383
H -3.497 4.079 -2.959 0.322
H -3.653 2.286 -2.911 0.269
H -1.733 0.696 -3.261 0.086
H -0.129 1.161 -3.914 0.319
H -1.580 1.395 -4.912 0.412
C -2.018 2.157 2.509 -0.911
S -1.072 0.630 2.670 0.298
O -1.053 0.019 1.328 -0.458
C 0.549 1.398 2.896 -0.319
H -3.081 1.916 2.550 0.318
H -1.780 2.576 1.532 0.202
H -1.779 2.812 3.344 0.402
H 1.163 1.196 2.001 -0.265
H 1.059 0.917 3.731 0.358
H 0.467 2.467 3.068 0.322
O -1.317 -1.398 -1.665 -0.636
C -1.884 -2.287 -1.094 0.495
O -2.776 -2.086 -0.116 -0.314
C -3.335 -3.333 0.348 -0.401
C -2.342 -4.411 -0.077 -0.524
C -1.675 -3.770 -1.303 -0.415
H -4.299 -3.461 -0.151 0.234
H -3.464 -3.222 1.418 0.304
H -2.786 -5.361 -0.363 0.323
H -1.604 -4.558 0.711 0.293
H -2.219 -4.030 -2.216 0.259
H -0.621 -3.989 -1.440 0.347
```

Results
- Total charge: -1
- Kohn-Sham gap: 0.1504 hartree
- HOMO energy: -2.62 eV


no.,E_tot (eV),M (g mol⁻¹)
1,-57588.79879,361.92
2,-30890.97757,253.77
3,-101007.50889,681.39
4,-54254.10961,288.17
5,-54238.31503,470.27
6,-69218.37399,419.54